C3H5N3 | ωB97M-V/def2-TZVPD

- net charge = 0
- Kohn-Sham gap (eV) = 10.19
- relative energy (zero: lowest compared OMol25 entry of this formula, charge and spin) (kJ/mol) = 147.5
- E_tot (eV) = -7660.92630
- SMILES = Cc1cnn[nH]1
- highest occupied orbital energy (hartree) = -0.34649
- M (g mol⁻¹) = 83.09

Last column: Mulliken charge in e.
CARTESIAN COORDINATES (ANGSTROEM)
C  -1.44  -0.15  -0.01  -1.06
C  -0.01  0.02  0.35  0.58
C  0.78  1.13  0.35  -0.50
N  1.99  0.80  -0.18  -0.24
N  2.00  -0.47  -0.44  -0.55
N  0.82  -0.96  -0.07  0.21
H  -1.37  -0.05  -1.11  0.29
H  -1.82  -1.15  0.24  0.31
H  -2.12  0.64  0.33  0.32
H  0.54  2.13  0.68  0.41
H  0.63  -1.95  -0.14  0.24